A 2-piece molecular cluster, CH5N2O overall at a distorted geometry, computed with wB97M-V/def2-TZVPD.

- Net charge: +1
- Relative energy (zero: lowest compared OMol25 entry of this formula, charge and spin): 167.96 kcal per mole
- Maximum force: 3.95 eV Å⁻¹
- HOMO-LUMO gap (alpha / beta): 8.13 / 8.10 eV
- Spin multiplicity: 1
- HOMO (alpha / beta): -16.3 / -16.0 eV

Each line ends with the natural charge from an NBO analysis.
Cartesian coordinates (Å):
C: 0.0325 0.2424 1.2422  -0.588
N: 0.2934 0.3929 -1.8824  -0.554
N: -0.4960 -0.6302 0.2915  0.464
O: -1.2080 -1.5395 0.3477  0.058
H: -0.6941 0.5816 1.9866  0.316
H: 0.3312 1.1019 0.6173  0.308
H: 0.8012 -0.2290 1.9989  0.352
H: -0.0815 0.2875 -2.8357  0.344
H: 1.0212 -0.2074 -1.7661  0.300

An isolated ion of composition CH5N2O and charge +1 at a distorted geometry, computed with wB97M-V/def2-TZVPD.

- Net charge: +1
- Relative energy (zero: lowest compared OMol25 entry of this formula, charge and spin): 84.44 kcal per mole
- SMILES: C[N+](N)=O
- Maximum force: 4.99 eV Å⁻¹
- HOMO-LUMO gap: 11.56 eV
- Spin multiplicity: 1
- HOMO: -17.8 eV

Each line ends with the natural charge from an NBO analysis.
Cartesian coordinates (Å):
C: 0.6561 0.8698 -0.0566  -0.467
N: -0.6036 0.1261 0.0641  0.462
N: -0.4711 -1.2020 -0.0266  -0.517
O: -1.6484 0.6191 0.0896  -0.158
H: 0.9799 1.1489 1.0622  0.294
H: 0.5112 1.6863 -0.6492  0.268
H: 1.3979 0.1704 -0.4638  0.242
H: 0.4409 -1.5836 -0.0877  0.424
H: -1.2629 -1.8351 0.0679  0.451

A 2-piece molecular cluster, CH5N2O2 overall, computed with wB97M-V/def2-TZVPD.

- Net charge: -1
- Relative energy (zero: lowest compared OMol25 entry of this formula, charge and spin): 4.45 kcal per mole
- Maximum force: 0.92 eV Å⁻¹
- HOMO-LUMO gap: 8.58 eV
- Spin multiplicity: 1
- HOMO: -4.0 eV

Each line ends with the natural charge from an NBO analysis.
Cartesian coordinates (Å):
N: 1.8098 1.6377 -0.8415  -1.101
H: 2.2028 2.2075 -0.1127  0.333
H: 1.0398 1.0988 -0.4650  0.415
H: 1.4902 2.1751 -1.6224  0.343
N: -1.2994 -1.6255 1.1110  -0.929
C: -0.6963 -0.7924 0.0857  0.858
O: -1.0276 0.4094 0.1078  -0.822
O: 0.0872 -1.3977 -0.6713  -0.797
H: -2.0496 -1.1606 1.5991  0.348
H: -1.5570 -2.5522 0.8093  0.352

A 2-piece molecular cluster, CH5N2O2S overall at a distorted geometry, computed with wB97M-V/def2-TZVPD.

- Net charge: -1
- Relative energy (zero: lowest compared OMol25 entry of this formula, charge and spin): 28.01 kcal per mole
- Maximum force: 4.02 eV Å⁻¹
- HOMO-LUMO gap (alpha / beta): 5.65 / 7.45 eV
- Spin multiplicity: 1
- HOMO (alpha / beta): -1.4 / -3.2 eV

Each line ends with the natural charge from an NBO analysis.
Cartesian coordinates (Å):
C: 0.7793 -0.9426 0.5697  -0.429
N: -0.5394 -0.6378 0.7575  -0.416
N: -1.5373 -0.6064 -0.0936  -0.507
O: 0.0153 2.3429 0.3055  -1.047
O: 0.4161 1.8080 -2.0970  -1.014
S: -0.5884 2.0347 -1.0511  1.169
H: 1.4306 -0.4881 1.3158  0.207
H: 0.9205 -2.0355 0.4468  0.159
H: 1.1708 -0.5383 -0.3622  0.197
H: -0.5679 0.2888 1.2111  0.389
H: -1.4995 -1.2258 -1.0025  0.292

A 2-piece molecular cluster, CH5N2O2Si overall at a distorted geometry, computed with wB97M-V/def2-TZVPD.

- Net charge: -1
- Relative energy (zero: lowest compared OMol25 entry of this formula, charge and spin): 16.48 kcal per mole
- Maximum force: 4.34 eV Å⁻¹
- HOMO-LUMO gap: 8.14 eV
- Spin multiplicity: 1
- HOMO: -4.0 eV

Each line ends with the natural charge from an NBO analysis.
Cartesian coordinates (Å):
C: 0.9426 1.4708 -0.5755  -0.177
N: 1.6395 0.1955 -0.7610  0.435
N: 2.0567 0.8751 0.1336  -0.198
O: 0.0537 -0.8074 0.5536  -1.357
O: 1.7908 -0.6787 -1.5763  -0.418
Si: -1.4339 -1.1163 0.9328  1.278
H: 1.0392 2.1357 -1.3416  0.138
H: 0.0152 1.5753 -0.1088  0.192
H: -2.3490 -1.2041 -0.2998  -0.322
H: -1.7628 -2.5135 1.2944  -0.282
H: -1.9920 0.0677 1.7486  -0.289

A 2-piece molecular cluster, CH5N2O3S overall at a distorted geometry, computed with wB97M-V/def2-TZVPD.

- Net charge: -1
- Relative energy (zero: lowest compared OMol25 entry of this formula, charge and spin): 67.40 kcal per mole
- Maximum force: 3.69 eV Å⁻¹
- HOMO-LUMO gap (alpha / beta): 8.82 / 5.86 eV
- Spin multiplicity: 1
- HOMO (alpha / beta): -4.6 / -3.0 eV

Each line ends with the natural charge from an NBO analysis.
Cartesian coordinates (Å):
C: 1.4723 0.8863 -0.2290  -0.491
N: 0.7523 -1.2843 0.1951  -0.614
N: 1.3029 -0.4837 -0.6633  -0.292
O: -1.1317 0.2007 1.2365  -0.997
O: -2.5247 -1.0878 -0.2690  -0.967
O: -2.8847 1.3425 -0.1974  -0.943
S: -1.8722 0.2206 -0.0969  1.963
H: 0.9321 0.9661 0.6873  0.220
H: 2.4880 1.0241 -0.3302  0.186
H: 0.9926 1.4273 -1.0714  0.193
H: 0.4739 -2.2209 -0.0885  0.348
H: -0.0007 -0.9909 0.8268  0.394

The molecule CH5N2OP at a distorted geometry, computed with wB97M-V/def2-TZVPD.

- Relative energy (zero: lowest compared OMol25 entry of this formula, charge and spin): 18.28 kcal per mole
- Maximum force: 3.75 eV Å⁻¹
- HOMO-LUMO gap (alpha / beta): 5.51 / 6.73 eV
- Spin multiplicity: 3
- HOMO (alpha / beta): -4.7 / -10.2 eV

Each line ends with the natural charge from an NBO analysis.
Cartesian coordinates (Å):
C: -0.0559 0.4681 -0.5881  0.813
N: 0.4245 -0.1477 -1.7268  -0.855
N: 0.3042 -0.4353 0.6909  -1.084
O: -0.7480 1.4221 -0.5371  -0.573
P: -0.4662 0.1158 2.1439  0.627
H: 1.3337 -0.7516 -1.7278  0.412
H: 0.4890 0.3861 -2.5622  0.400
H: -0.1697 -1.2814 0.3037  0.381
H: -1.4296 1.1100 1.5754  0.023
H: 0.3437 1.3060 2.0543  -0.144

The molecule CH5N2P at a distorted geometry, computed with wB97M-V/def2-TZVPD.

- Relative energy (zero: lowest compared OMol25 entry of this formula, charge and spin): 10.09 kcal per mole
- SMILES: C/N=P/N
- Maximum force: 3.04 eV Å⁻¹
- HOMO-LUMO gap: 9.12 eV
- Spin multiplicity: 1
- HOMO: -8.9 eV

Each line ends with the natural charge from an NBO analysis.
Cartesian coordinates (Å):
C: 0.7019 -1.0426 0.9783  -0.442
N: 0.0971 -0.1059 0.0440  -0.944
P: -0.7842 1.1771 0.3207  1.168
N: -0.8579 1.5071 -1.4015  -1.174
H: 0.0404 -1.8058 1.4259  0.204
H: 1.5751 -1.5860 0.4481  0.199
H: 1.1172 -0.6156 1.9259  0.182
H: -1.6740 1.6890 -1.9891  0.396
H: -0.2157 0.7827 -1.7523  0.411

An isolated ion of composition CH5N2S and charge +1 at a distorted geometry, computed with wB97M-V/def2-TZVPD.

- Net charge: +1
- Relative energy (zero: lowest compared OMol25 entry of this formula, charge and spin): 38.42 kcal per mole
- SMILES: N/C=[NH+]/S
- Maximum force: 6.40 eV Å⁻¹
- HOMO-LUMO gap: 9.46 eV
- Spin multiplicity: 1
- HOMO: -14.0 eV

Each line ends with the natural charge from an NBO analysis.
Cartesian coordinates (Å):
N: -0.2160 0.7522 1.3205  -0.738
C: 0.3161 0.0253 0.3009  0.374
N: -0.3787 -0.2742 -0.7830  -0.667
S: 0.0125 -1.2447 -2.1224  0.365
H: 0.4419 1.2859 1.9893  0.449
H: -1.1157 1.0557 1.4187  0.419
H: 1.2283 -0.4360 0.2965  0.217
H: -1.4061 0.4585 -0.8989  0.471
H: 1.1177 -1.6227 -1.5217  0.110

The molecule CH5N3 at a distorted geometry, computed with wB97M-V/def2-TZVPD.

- Relative energy (zero: lowest compared OMol25 entry of this formula, charge and spin): 24.81 kcal per mole
- SMILES: N=C(N)N
- Maximum force: 4.18 eV Å⁻¹
- HOMO-LUMO gap: 9.53 eV
- Spin multiplicity: 1
- HOMO: -8.7 eV

Each line ends with the natural charge from an NBO analysis.
Cartesian coordinates (Å):
N: 1.3929 -0.0394 -0.2777  -0.786
C: 0.1290 -0.0057 -0.0201  0.580
N: -0.9655 -0.8305 -0.5517  -0.918
N: -0.2707 0.9265 0.8669  -0.828
H: 1.5467 -0.5902 -1.1888  0.333
H: -0.6037 -1.8635 -0.8310  0.418
H: -1.9732 -0.5596 -0.4244  0.404
H: -1.2406 1.0093 1.1033  0.381
H: 0.4000 1.6417 1.1990  0.416

The molecule CH5N3 at a distorted geometry, computed with wB97M-V/def2-TZVPD.

- Relative energy (zero: lowest compared OMol25 entry of this formula, charge and spin): 64.17 kcal per mole
- SMILES: N=C(N)N
- Maximum force: 4.94 eV Å⁻¹
- HOMO-LUMO gap: 9.50 eV
- Spin multiplicity: 1
- HOMO: -8.7 eV

Each line ends with the natural charge from an NBO analysis.
Cartesian coordinates (Å):
N: -0.0108 1.4731 0.2348  -0.727
C: 0.0118 0.2348 0.0724  0.536
N: 0.0539 -0.6877 1.1465  -0.853
N: 0.1943 -0.4129 -1.1912  -0.858
H: -0.8678 1.2282 -0.5143  0.371
H: -0.8098 -1.2037 1.2681  0.387
H: 0.1000 -0.0920 1.9693  0.379
H: 1.0501 -0.9506 -1.2050  0.394
H: 0.2783 0.4108 -1.7806  0.371

The molecule CH5N3 at a distorted geometry, computed with wB97M-V/def2-TZVPD.

- Relative energy (zero: lowest compared OMol25 entry of this formula, charge and spin): 86.26 kcal per mole
- SMILES: [H]/N=N/NC
- Maximum force: 4.76 eV Å⁻¹
- HOMO-LUMO gap: 10.07 eV
- Spin multiplicity: 1
- HOMO: -8.9 eV

Each line ends with the natural charge from an NBO analysis.
Cartesian coordinates (Å):
H: -2.5204 0.8919 -1.6190  0.346
N: -1.8196 0.8994 -0.8763  -0.415
N: -0.9518 0.0097 -0.9126  0.038
N: -0.0373 0.0799 0.3950  -0.508
C: 1.2149 -0.6184 0.4875  -0.428
H: -0.1209 1.0046 0.8267  0.359
H: 1.0682 -1.3424 -0.2418  0.220
H: 2.0714 0.1568 0.5108  0.187
H: 1.0954 -1.0816 1.4297  0.202

A 2-piece molecular cluster, CH5N3O overall at a distorted geometry, computed with wB97M-V/def2-TZVPD.

- Relative energy (zero: lowest compared OMol25 entry of this formula, charge and spin): 47.28 kcal per mole
- Maximum force: 1.78 eV Å⁻¹
- HOMO-LUMO gap: 9.53 eV
- Spin multiplicity: 1
- HOMO: -9.1 eV

Each line ends with the natural charge from an NBO analysis.
Cartesian coordinates (Å):
C: -1.9227 0.2436 0.0396  0.522
N: 2.4070 0.4632 0.0983  -0.353
N: -1.2738 -0.9137 -0.1371  -0.832
N: 1.2820 0.1949 -0.1885  -0.253
O: -3.1212 0.3825 0.0676  -0.626
H: -1.2205 1.0869 0.1809  0.107
H: 3.2485 -0.0335 -0.2961  0.313
H: 2.6715 1.2259 0.7717  0.316
H: -1.8032 -1.7523 -0.3140  0.391
H: -0.2676 -0.8975 -0.2224  0.415

A 2-piece molecular cluster, CH5N3O3 overall at a distorted geometry, computed with wB97M-V/def2-TZVPD.

- Relative energy (zero: lowest compared OMol25 entry of this formula, charge and spin): 40.00 kcal per mole
- Maximum force: 4.99 eV Å⁻¹
- HOMO-LUMO gap (alpha / beta): 8.25 / 8.42 eV
- Spin multiplicity: 3
- HOMO (alpha / beta): -7.5 / -10.2 eV

Each line ends with the natural charge from an NBO analysis.
Cartesian coordinates (Å):
C: -0.6321 0.5000 -1.9494  -0.280
N: 0.9404 0.9721 1.0372  -0.411
N: 0.1575 0.6593 0.1628  0.144
N: 0.6066 -1.7089 1.6296  0.224
O: -0.6209 -1.1960 2.0977  -0.545
O: 0.4157 -2.6238 0.9314  -0.190
O: 0.4951 0.7918 -1.1576  -0.394
H: -0.3222 0.3139 -2.9854  0.216
H: -1.3757 1.3266 -1.6885  0.186
H: -1.1188 -0.3468 -1.4192  0.202
H: 1.8341 1.5291 0.9455  0.347
H: -0.3796 -0.2173 2.3958  0.501

The molecule CH5N3O3S at a distorted geometry, computed with wB97M-V/def2-TZVPD.

- Relative energy (zero: lowest compared OMol25 entry of this formula, charge and spin): 0.00 kcal per mole
- SMILES: [H]/N=C(\N)NS(=O)(=O)O
- Maximum force: 4.22 eV Å⁻¹
- HOMO-LUMO gap: 10.64 eV
- Spin multiplicity: 1
- HOMO: -10.4 eV

Each line ends with the natural charge from an NBO analysis.
Cartesian coordinates (Å):
H: 1.4401 -1.6601 -0.4281  0.356
N: 0.5902 -1.2562 -0.1053  -0.778
C: 0.8445 -0.0189 0.1270  0.626
N: 1.9521 0.6668 -0.1966  -0.799
N: -0.3366 0.6984 0.6441  -0.890
S: -1.7951 0.1045 -0.0593  2.513
O: -2.9529 0.8211 0.3133  -0.910
O: -1.5503 -0.0919 -1.4444  -0.921
O: -1.7762 -1.1255 0.8382  -0.906
H: 2.0841 1.5599 0.0523  0.395
H: 2.5014 0.2375 -0.8630  0.402
H: -0.1205 1.6716 0.6843  0.393
H: -0.8809 -1.6072 0.4376  0.519

The molecule CH5N3OS at a distorted geometry, computed with wB97M-V/def2-TZVPD.

- Relative energy (zero: lowest compared OMol25 entry of this formula, charge and spin): 35.87 kcal per mole
- SMILES: [H]/N=C(\NO)NS
- Maximum force: 2.23 eV Å⁻¹
- HOMO-LUMO gap: 9.69 eV
- Spin multiplicity: 1
- HOMO: -9.1 eV

Each line ends with the natural charge from an NBO analysis.
Cartesian coordinates (Å):
H: -0.3124 2.3525 -0.1017  0.348
N: 0.4099 1.6555 -0.1602  -0.735
C: 0.0276 0.4430 -0.0861  0.531
N: -1.3277 0.1264 -0.2443  -0.337
O: -1.5254 -1.2120 0.0210  -0.585
N: 0.8694 -0.6724 -0.2034  -0.773
S: 2.5375 -0.4492 -0.1781  0.206
H: -1.8949 0.6326 0.4009  0.357
H: -1.9466 -1.5704 -0.7705  0.479
H: 0.5143 -1.4694 0.2597  0.410
H: 2.6484 0.1633 1.0626  0.100

The molecule CH5N3S at a distorted geometry, computed with wB97M-V/def2-TZVPD.

- Relative energy (zero: lowest compared OMol25 entry of this formula, charge and spin): 133.71 kcal per mole
- SMILES: C/S(#N)=N/N
- Maximum force: 2.87 eV Å⁻¹
- HOMO-LUMO gap (alpha / beta): 8.13 / 7.31 eV
- Spin multiplicity: 1
- HOMO (alpha / beta): -8.5 / -7.9 eV

Each line ends with the natural charge from an NBO analysis.
Cartesian coordinates (Å):
C: 0.2606 -1.5727 -0.3238  -0.802
S: -0.5375 -0.0373 -1.1252  1.079
N: -2.0368 -0.0946 -0.9836  -0.741
N: -0.1172 0.9071 0.2807  -0.484
N: -0.2365 2.1890 0.3353  -0.510
H: 1.2541 -1.6313 -0.7483  0.224
H: -0.5706 -2.2829 -0.5549  0.255
H: 0.4870 -1.1613 0.7241  0.262
H: -0.8101 2.7128 0.9855  0.376
H: 0.2423 2.8351 -0.3325  0.341

A 2-piece molecular cluster, CH5N3S overall at a distorted geometry, computed with wB97M-V/def2-TZVPD.

- Relative energy (zero: lowest compared OMol25 entry of this formula, charge and spin): 131.80 kcal per mole
- Maximum force: 3.55 eV Å⁻¹
- HOMO-LUMO gap (alpha / beta): 9.03 / 6.25 eV
- Spin multiplicity: 1
- HOMO (alpha / beta): -8.8 / -7.5 eV

Each line ends with the natural charge from an NBO analysis.
Cartesian coordinates (Å):
C: 0.2604 -0.3898 -1.4572  -0.556
N: 0.2479 1.2133 0.9898  -0.502
N: 0.4182 -1.0147 1.1273  -0.448
N: 0.3520 0.1085 1.6061  0.131
S: -1.3969 -0.2140 -1.9067  0.097
H: 0.2289 -1.2957 -0.7544  0.228
H: 0.8826 0.4402 -1.2322  0.214
H: 0.1936 2.0463 1.7563  0.352
H: 0.4731 -1.8879 1.6775  0.389
H: -1.6599 0.9939 -1.8066  0.096

An isolated ion of composition CH5N4 and charge +1 at a distorted geometry, computed with wB97M-V/def2-TZVPD.

- Net charge: +1
- Relative energy (zero: lowest compared OMol25 entry of this formula, charge and spin): 17.42 kcal per mole
- SMILES: [H]/N=N/[NH+]=C/N
- Maximum force: 8.60 eV Å⁻¹
- HOMO-LUMO gap: 10.20 eV
- Spin multiplicity: 1
- HOMO: -15.4 eV

Each line ends with the natural charge from an NBO analysis.
Cartesian coordinates (Å):
H: -1.3630 -2.5578 1.5258  0.360
N: -1.6455 -1.7955 0.9064  -0.318
N: -0.3973 -1.2177 0.7446  0.007
N: -0.4800 -0.1675 -0.0253  -0.390
C: 0.6945 0.4390 -0.1520  0.397
N: 0.9262 1.5275 -0.7866  -0.666
H: -1.4277 0.0402 -0.3109  0.441
H: 1.5918 -0.1759 0.1541  0.270
H: 1.8943 1.7337 -0.8602  0.442
H: 0.2067 2.1740 -1.1960  0.455

A 2-piece molecular cluster, CH5NO overall at a distorted geometry, computed with wB97M-V/def2-TZVPD.

- Relative energy (zero: lowest compared OMol25 entry of this formula, charge and spin): 73.17 kcal per mole
- Maximum force: 2.22 eV Å⁻¹
- HOMO-LUMO gap: 8.64 eV
- Spin multiplicity: 1
- HOMO: -7.9 eV

Each line ends with the natural charge from an NBO analysis.
Cartesian coordinates (Å):
C: 0.1572 -0.1531 0.2433  0.452
N: -1.1143 0.2491 0.2621  -0.771
O: 1.0901 0.7839 0.2989  -0.779
H: 1.6185 0.3109 -0.5144  0.501
H: -1.8567 -0.4128 0.4233  0.403
H: -1.3472 1.1325 -0.1682  0.407
H: 0.3448 -1.1394 0.6436  0.183
H: 1.1076 -0.7711 -1.1885  -0.395